Density functional theory data (wB97M-V/def2-TZVPD) for a cluster of 2 separate species, C6H8BrN in total.

## Properties
* lowest unoccupied orbital energy: -0.22 eV
* strongest force on any atom: 3.6 eV/A
* spin multiplicity: 1
* SMILES string: C=C(Br)C#N.C=CC

Cartesian coordinates (Å):
C (1.458, -0.645, -1.656)
C (2.352, 0.124, 0.447)
C (-2.275, -0.657, -0.340)
C (-1.469, 0.358, -0.239)
C (1.971, -0.907, -0.356)
C (-1.149, 1.152, 0.972)
N (1.090, -0.601, -2.775)
Br (2.064, -2.776, 0.288)
H (2.372, 1.159, 0.108)
H (2.692, 0.066, 1.487)
H (-2.678, -1.059, 0.616)
H (-2.331, -1.257, -1.225)
H (-1.019, 0.787, -1.148)
H (-1.726, 2.110, 1.034)
H (-0.028, 1.455, 0.877)
H (-1.324, 0.691, 1.910)